C40H37ClIN4O3ReS3 | wB97M-V/def2-TZVPD

Output
* Kohn-Sham gap (spin up / spin down): 5.907 / 5.942 eV
* energy above the lowest of the compared OMol25 structures with the same formula, charge and spin: 0.00 kJ/mol

ORCA input file:
```
! RIJCOSX wB97M-V def2-TZVPD def2/J DEFGRID3
* xyz 3 4
Re 0.8756 0.1303 0.7180
S 0.7828 -0.7614 2.9854
C 0.5832 -2.4414 2.7644
N 0.0716 -3.2048 3.6905
C -0.0329 -4.6612 3.4937
C 1.1481 -5.1393 2.7005
N 1.2410 -4.3575 1.4571
C 1.5463 -5.1360 0.2342
C 0.3794 -6.0383 -0.0910
C -0.9136 -5.5211 -0.1591
C -1.9811 -6.3540 -0.4536
C -1.7630 -7.7068 -0.6909
C -0.4777 -8.2226 -0.6298
C 0.5921 -7.3909 -0.3221
C 0.9877 -3.0802 1.4625
S 1.0738 -2.1616 0.0167
C -0.5235 -2.6956 4.9554
C -1.9216 -3.2264 5.1101
C -2.2456 -4.0653 6.1686
C -3.5414 -4.5458 6.3030
C -4.5093 -4.1966 5.3735
C -4.1876 -3.3577 4.3123
C -2.8978 -2.8714 4.1816
H -0.9755 -4.8894 2.9924
H -0.0544 -5.1245 4.4780
H 1.0108 -6.1818 2.4214
H 2.0867 -5.0360 3.2496
H 2.4433 -5.7190 0.4481
H 1.7750 -4.4390 -0.5674
H -1.0889 -4.4615 0.0100
H -2.9864 -5.9550 -0.4973
H -2.5966 -8.3572 -0.9187
H -0.3053 -9.2747 -0.8112
H 1.5941 -7.8008 -0.2680
H -0.4933 -1.6112 4.9238
H 0.1240 -3.0359 5.7657
H -1.4927 -4.3304 6.9023
H -3.7935 -5.1887 7.1351
H -5.5192 -4.5688 5.4793
H -4.9507 -3.0756 3.5993
H -2.6516 -2.1986 3.3643
Cl 6.6116 2.4483 -2.3183
C 4.9951 1.9903 -1.9641
C 4.0062 2.1932 -2.8817
C 2.6642 1.8227 -2.6208
I 1.2139 2.2082 -4.0492
C 2.3503 1.2354 -1.4247
O 1.1089 0.8422 -1.0636
C 3.3650 1.0351 -0.4608
N 2.9576 0.4780 0.7304
C 3.8681 0.2717 1.6806
C 5.2101 0.6030 1.5109
C 5.6287 1.1663 0.3279
C 4.6999 1.4009 -0.7020
H 4.2480 2.6487 -3.8324
H 3.5123 -0.1666 2.6034
H 5.9061 0.4169 2.3158
H 6.6667 1.4343 0.1799
O -1.1178 0.0939 0.4578
C -1.8711 1.2673 0.7757
C -0.9908 2.3336 1.3625
C -1.4863 3.5632 1.7602
C -0.6157 4.5107 2.2694
C 0.7382 4.2073 2.3764
C 1.1686 2.9679 1.9687
N 0.3181 2.0470 1.4712
H -1.5413 -0.3258 -0.6961
H -2.6667 1.0082 1.4781
H -2.3335 1.6544 -0.1372
H -2.5435 3.7715 1.6649
H -0.9850 5.4787 2.5809
H 1.4464 4.9218 2.7698
H 2.2077 2.6764 2.0379
C -3.2930 -1.7273 -3.4808
S -2.1887 -2.0047 -2.1074
O -1.8782 -0.5356 -1.6897
C -0.7126 -2.5378 -2.9318
C -0.5086 -3.9063 -3.0589
C 0.6505 -4.3479 -3.6805
C 1.5846 -3.4278 -4.1405
C 1.3671 -2.0628 -3.9900
C 0.2096 -1.6043 -3.3805
H -2.8315 -0.9930 -4.1391
H -4.2352 -1.3632 -3.0758
H -3.4421 -2.6746 -3.9970
H -1.2357 -4.6177 -2.6843
H 0.8203 -5.4086 -3.8085
H 2.4854 -3.7764 -4.6280
H 2.0944 -1.3530 -4.3625
H 0.0259 -0.5455 -3.2499
*
```

C4H14N | wB97M-V/def2-TZVPD

Output
* Kohn-Sham gap: 10.467 eV
* energy above the lowest of the compared OMol25 structures with the same formula, charge and spin: 232.01 kJ/mol

ORCA input file:
```
! RIJCOSX wB97M-V def2-TZVPD def2/J DEFGRID3
* xyz 1 1
C 1.2225 -0.0060 1.3131
C 0.5718 1.2467 1.7234
N 2.4531 0.1064 0.2914
H 1.7228 -0.5560 2.2056
H 0.4883 -0.8276 0.8828
H -0.4844 1.2038 2.0743
H 0.4487 1.9133 0.7785
H 3.3035 0.8156 0.5550
H 2.8879 -0.8639 0.0456
H 1.9540 0.3617 -0.6336
H 0.8978 1.8540 2.5729
C -2.9020 -0.8436 -1.3316
C -1.4221 -0.5538 -1.8544
H -3.3271 0.1250 -1.4346
H -3.5400 -1.3422 -1.9151
H -3.2048 -1.1765 -0.2971
H -0.8407 -1.4927 -1.8618
H -1.4520 -0.0528 -2.7941
H -0.8470 0.2340 -1.3206
*
```

C29H46AsBrN3O4PbS3Si3 | wB97M-V/def2-TZVPD

Output
* Kohn-Sham gap: 6.082 eV
* energy above the lowest of the compared OMol25 structures with the same formula, charge and spin: 143.99 kJ/mol

ORCA input file:
```
! RIJCOSX wB97M-V def2-TZVPD def2/J DEFGRID3
* xyz 1 1
Pb -0.0661 -0.4429 0.1082
O -1.9181 0.4558 1.1456
N -3.0731 0.2747 0.5314
C -3.9661 1.2847 0.5857
C -5.1745 1.1764 -0.0423
C -5.4484 0.0259 -0.7821
C -4.5025 -0.9656 -0.8712
C -3.2844 -0.8457 -0.1973
S -2.0451 -2.0506 -0.2910
H -3.6234 2.1441 1.1413
H -5.8804 1.9903 0.0285
H -6.3899 -0.0766 -1.3035
H -4.6681 -1.8526 -1.4647
O 1.6363 -2.7733 -5.9389
C 1.1945 -2.2756 -4.7767
C 0.3836 -1.1475 -4.6757
C 0.0035 -0.7186 -3.4251
N 0.3799 -1.3259 -2.2901
C 1.1171 -2.4222 -2.4233
Br 1.5207 -3.3551 -0.8236
C 1.5623 -2.9457 -3.6142
H 1.3301 -2.2368 -6.6802
H 0.0540 -0.6080 -5.5538
H -0.6487 0.1359 -3.3187
H 2.1640 -3.8405 -3.6577
O -1.9138 1.1544 -1.8141
C -0.8776 1.7908 -1.7067
O 0.1034 1.4251 -0.9088
C -0.5789 2.9786 -2.5511
C 0.7328 3.3533 -2.8282
C 0.9738 4.4415 -3.6527
C -0.0890 5.1634 -4.1782
C -1.3979 4.7871 -3.9032
C -1.6439 3.6843 -3.1031
H 1.5562 2.7907 -2.4074
H 1.9916 4.7302 -3.8795
H 0.1018 6.0181 -4.8141
H -2.2232 5.3517 -4.3161
H -2.6550 3.3613 -2.8935
C 0.7535 -3.6623 4.9560
Si 0.7583 -3.4230 3.1105
C -0.6381 -4.3431 2.3043
C 2.4344 -3.9292 2.4807
As 0.4436 -1.0682 2.7437
Si -1.4072 -0.3155 4.1107
C -1.3462 1.5395 4.0807
C -2.9698 -1.1422 3.5087
C -1.1098 -0.8556 5.8780
Si 2.5444 0.0079 3.2895
C 2.3515 1.7970 2.8474
C 3.9280 -0.8697 2.4014
C 2.7465 -0.1760 5.1369
H 1.0164 -4.7059 5.1544
H -0.2143 -3.4763 5.4115
H 1.4965 -3.0368 5.4536
H -0.4277 -5.4154 2.3277
H -0.7981 -4.0524 1.2667
H -1.5692 -4.1701 2.8483
H 2.4894 -5.0209 2.5175
H 3.2110 -3.5371 3.1384
H 2.6760 -3.6145 1.4666
H -1.1240 1.9487 3.0975
H -0.5906 1.8861 4.7904
H -2.3130 1.9312 4.4118
H -2.8111 -1.7194 2.5984
H -3.7415 -0.3993 3.2986
H -3.3478 -1.8107 4.2846
H -0.0801 -0.7538 6.2189
H -1.4339 -1.8783 6.0597
H -1.7241 -0.2082 6.5121
H 1.8898 1.9552 1.8745
H 3.3388 2.2672 2.8319
H 1.7391 2.3065 3.5949
H 3.5802 -1.5257 1.6075
H 4.5229 -1.4465 3.1113
H 4.5775 -0.1271 1.9319
H 1.8503 0.0824 5.7008
H 3.5328 0.5176 5.4502
H 3.0626 -1.1801 5.4234
C -0.3216 4.9942 2.5637
S -0.2872 3.8276 1.1930
C 1.2643 4.3499 0.4444
H 0.5457 4.8562 3.2105
H -1.2259 4.8059 3.1407
H -0.3466 6.0232 2.2079
H 1.1584 5.3109 -0.0574
H 1.5535 3.5932 -0.2774
H 2.0439 4.4141 1.2040
S 3.9095 1.6007 -1.1485
C 2.8803 0.5705 -0.5041
N 2.1475 -0.1981 0.0267
*
```

C3H7N2O | wB97M-V/def2-TZVPD

Output
* Kohn-Sham gap: 10.367 eV
* energy above the lowest of the compared OMol25 structures with the same formula, charge and spin: 377.89 kJ/mol

ORCA input file:
```
! RIJCOSX wB97M-V def2-TZVPD def2/J DEFGRID3
* xyz 1 1
C -0.6418 1.0030 -0.1130
C -1.6621 0.3128 -0.6041
C 0.0300 0.1395 0.8160
N -0.8206 -0.8790 1.0788
N 1.6478 -0.2027 -0.4365
O -1.8208 -0.7865 0.0854
H -0.2567 1.9008 -0.5702
H -2.3721 0.5619 -1.5051
H 0.7195 0.4244 1.7066
H -0.5543 -1.8326 1.4896
H 2.4424 0.3220 -0.1434
H 1.2996 0.2825 -1.3063
H 1.9890 -1.2462 -0.4977
*
```

C5H12NO2 | wB97M-V/def2-TZVPD

Output
* Kohn-Sham gap: 6.751 eV
* SMILES string: CCN[C@@H](C[O-])CO
* energy above the lowest of the compared OMol25 structures with the same formula, charge and spin: 414.44 kJ/mol

ORCA input file:
```
! RIJCOSX wB97M-V def2-TZVPD def2/J DEFGRID3
* xyz -1 1
C -1.4265 1.1266 0.7762
N -0.5832 1.0484 -0.4469
C 0.4744 -0.0460 -0.3055
C 1.7619 0.6428 -0.0517
O 2.6670 -0.2893 0.3854
C 0.6477 -0.9719 -1.6094
O 1.6423 -1.7843 -1.3339
C -1.7787 -0.3384 1.3741
H -2.3951 1.6301 0.5761
H -0.9578 1.7712 1.5755
H -1.2229 0.8131 -1.2246
H 0.1872 -0.7512 0.4323
H 2.2099 1.3410 -0.7856
H 1.5398 1.1162 0.9129
H 2.4567 -1.1806 -0.2588
H -0.3670 -1.6687 -1.8483
H 0.7810 -0.5218 -2.5893
H -2.2511 -0.9173 0.6716
H -2.5413 -0.1605 2.0285
H -0.8443 -0.8595 1.7215
*
```

C15H20N6O2 | wB97M-V/def2-TZVPD

Output
* Kohn-Sham gap: 8.865 eV
* SMILES string: CC[C@H](C)Nc1nc(N)c([N+](=O)[O-])c(NCc2ccccc2)n1

ORCA input file:
```
! RIJCOSX wB97M-V def2-TZVPD def2/J DEFGRID3
* xyz 0 1
C -0.6668 -3.4696 -1.7771
C -1.3164 -2.3359 -0.9934
H -2.3981 -2.3625 -1.1328
H -0.9423 -1.3775 -1.3482
C -1.0201 -2.4293 0.5070
N 0.4063 -2.3515 0.7619
C 1.2200 -1.3253 0.4778
N 0.7639 -0.2927 -0.2277
C 1.5975 0.7073 -0.4896
N 1.1277 1.7118 -1.2329
H 1.7555 2.5006 -1.3690
C -0.2359 1.7617 -1.6924
C -1.2336 2.0232 -0.5879
C -2.5360 1.5561 -0.7084
C -3.4651 1.8003 0.2869
C -3.0997 2.5077 1.4196
C -1.8035 2.9757 1.5464
C -0.8767 2.7397 0.5460
H 0.1312 3.1134 0.6509
H -1.5120 3.5302 2.4262
H -3.8223 2.6937 2.2001
H -4.4753 1.4329 0.1811
H -2.8219 0.9958 -1.5869
H -0.3019 2.5572 -2.4405
H -0.4819 0.8099 -2.1737
C 2.9542 0.6948 -0.0111
N 3.8274 1.7409 -0.2195
O 4.9847 1.6737 0.2082
O 3.4438 2.7486 -0.8283
C 3.3342 -0.4856 0.7143
N 2.4693 -1.4625 0.9406
N 4.5685 -0.6570 1.1945
H 4.7624 -1.4998 1.7045
H 5.2484 0.0819 1.0589
H 0.8379 -3.0650 1.3270
C -1.7595 -1.3431 1.2885
H -1.4242 -0.3654 0.9567
H -2.8304 -1.4222 1.1250
H -1.5602 -1.4407 2.3531
H -1.3381 -3.4145 0.8672
H -0.8940 -3.3773 -2.8362
H -1.0303 -4.4358 -1.4320
H 0.4132 -3.4439 -1.6548
*
```